No. 1
{"formula": "C31H47ClN8O10P2STc", "method": "wB97M-V/def2-TZVPD", "species": ["Tc", "N", "C", "C", "N", "C", "C", "N", "C", "C", "N", "H", "H", "H", "H", "H", "H", "N", "C", "C", "C", "C", "C", "C", "S", "O", "O", "N", "C", "N", "C", "C", "C", "N", "H", "H", "H", "H", "H", "H", "H", "H", "H", "C", "C", "C", "O", "P", "O", "C", "P", "O", "O", "C", "C", "C", "O", "C", "C", "C", "O", "C", "C", "C", "H", "H", "H", "H", "H", "H", "H", "H", "H", "H", "H", "H", "H", "H", "H", "H", "H", "H", "H", "H", "H", "H", "H", "H", "H", "H", "H", "H", "H", "H", "Cl", "C", "C", "O", "O", "H", "H"], "positions_angstrom": [[-0.102, -0.393, -0.124], [3.124, 0.759, 2.360], [3.693, -0.270, 1.664], [2.724, -0.755, 0.842], [1.574, -0.045, 1.024], [1.836, 0.870, 1.962], [0.897, 1.815, 2.482], [-0.401, 1.767, 2.260], [-0.938, 2.821, 2.905], [0.045, 3.535, 3.543], [1.210, 2.886, 3.275], [3.575, 1.277, 3.098], [4.712, -0.568, 1.802], [2.754, -1.580, 0.162], [-1.989, 3.021, 2.891], [-0.005, 4.410, 4.157], [2.124, 3.179, 3.581], [-3.174, -7.266, -1.616], [-2.115, -6.510, -1.276], [-1.567, -5.590, -2.197], [-0.516, -4.783, -1.826], [0.006, -4.885, -0.544], [-0.490, -5.803, 0.372], [-1.542, -6.613, 0.011], [1.155, -3.643, -0.023], [1.795, -3.961, 1.216], [1.966, -3.142, -1.089], [0.070, -2.379, 0.308], [-0.655, -2.369, 1.429], [-0.954, -3.383, 2.214], [-1.625, -3.091, 3.319], [-2.025, -1.797, 3.636], [-1.744, -0.794, 2.718], [-1.056, -1.073, 1.622], [-3.580, -7.193, -2.534], [-3.564, -7.931, -0.969], [-1.998, -5.501, -3.181], [-0.091, -4.066, -2.510], [-0.049, -5.855, 1.354], [-1.954, -7.317, 0.717], [-1.852, -3.931, 3.958], [-2.543, -1.585, 4.555], [-2.061, 0.226, 2.861], [-2.157, 4.327, -3.550], [-2.267, 3.845, -2.107], [-2.822, 2.437, -1.994], [-0.980, 3.973, -1.444], [0.112, 2.866, -1.235], [-0.351, 1.688, -0.454], [0.774, 2.370, -2.872], [1.791, 0.873, -2.627], [1.043, -0.205, -1.926], [2.378, 0.409, -4.006], [1.951, 0.805, -5.340], [3.075, 0.457, -6.305], [0.670, 0.091, -5.734], [2.979, 1.391, -1.728], [4.383, 1.049, -1.862], [4.609, -0.424, -2.164], [5.031, 1.944, -2.908], [1.204, 3.576, -0.372], [1.609, 4.969, -0.437], [2.629, 5.143, 0.677], [2.198, 5.295, -1.798], [-3.153, 4.544, -3.926], [-1.702, 3.580, -4.197], [-1.574, 5.245, -3.597], [-2.901, 4.542, -1.548], [-2.164, 1.717, -2.480], [-3.800, 2.402, -2.467], [-2.922, 2.147, -0.950], [1.333, 3.174, -3.342], [-0.074, 2.100, -3.499], [1.798, 1.891, -5.338], [3.269, -0.612, -6.287], [3.993, 0.989, -6.069], [2.763, 0.736, -7.307], [0.867, -0.967, -5.873], [0.303, 0.497, -6.674], [-0.099, 0.197, -4.971], [4.780, 1.295, -0.869], [4.385, -0.646, -3.205], [3.979, -1.053, -1.542], [5.652, -0.662, -1.969], [4.693, 1.665, -3.901], [6.109, 1.826, -2.866], [4.788, 2.989, -2.730], [0.721, 5.581, -0.250], [3.459, 4.460, 0.518], [2.174, 4.933, 1.639], [3.007, 6.161, 0.683], [2.940, 4.545, -2.059], [2.686, 6.266, -1.769], [1.415, 5.327, -2.552], [-3.885, -1.063, 0.328], [-3.398, -2.245, -0.884], [-2.348, -1.656, -1.874], [-2.344, -2.058, -3.011], [-1.594, -0.756, -1.378], [-4.275, -2.551, -1.452], [-2.952, -3.100, -0.374]], "forces_ev_per_angstrom": [[-1.242, -0.438, -1.454], [-0.335, 0.041, -0.024], [0.007, -0.305, -0.401], [0.675, -0.271, 0.272], [0.503, 0.909, 0.885], [0.272, -0.262, -0.358], [-0.760, 0.591, 0.334], [0.636, -0.490, -0.091], [0.292, 0.581, 0.379], [-0.465, 0.055, 0.005], [0.241, -0.333, -0.226], [-0.115, -0.073, -0.075], [0.175, -0.073, 0.060], [0.198, -0.003, -0.122], [-0.257, 0.071, 0.006], [0.063, 0.187, 0.123], [-0.101, 0.020, -0.016], [0.853, 0.590, 0.245], [-0.720, -0.494, -0.249], [0.524, 0.743, -0.351], [-0.621, -0.339, -0.857], [0.501, 0.638, 0.176], [-0.544, -0.771, 0.354], [0.549, 0.183, 0.754], [-0.226, 2.140, 1.172], [-0.305, -0.840, -0.273], [-0.442, -0.620, -0.556], [1.385, -1.456, -1.357], [-0.947, 0.759, 1.373], [0.185, -0.440, -0.274], [-0.108, 0.369, 0.041], [0.072, -0.015, -0.185], [-0.174, -0.185, 0.376], [0.516, -0.695, -0.364], [-0.093, -0.046, -0.099], [-0.085, -0.099, 0.041], [-0.022, 0.033, -0.143], [-0.066, 0.123, -0.169], [-0.028, -0.022, 0.131], [0.006, -0.112, 0.085], [-0.067, -0.020, 0.185], [-0.131, 0.045, 0.043], [0.021, 0.007, -0.034], [0.078, 0.047, 0.431], [-0.709, 0.091, -0.404], [0.120, 0.255, 0.197], [0.816, -0.236, 0.062], [-0.494, 0.095, 0.432], [-0.104, 0.118, -0.485], [0.147, -0.513, 0.840], [0.348, 0.510, -0.012], [-0.078, -0.147, 0.110], [-0.114, 0.074, 0.557], [-0.101, 0.060, -0.806], [-0.136, 0.209, 0.370], [0.195, 0.086, 0.293], [-0.563, -0.040, -0.551], [0.737, 0.033, -0.016], [-0.127, 0.159, 0.091], [-0.197, -0.058, 0.286], [0.011, -0.053, -0.300], [0.369, 0.472, 0.082], [-0.313, -0.072, -0.222], [-0.198, -0.088, 0.249], [-0.077, -0.039, -0.079], [0.045, -0.093, -0.069], [0.020, 0.072, -0.031], [0.164, -0.154, -0.100], [-0.100, -0.128, -0.090], [-0.058, -0.023, -0.074], [-0.048, -0.091, 0.005], [0.080, 0.055, 0.004], [-0.142, -0.032, -0.039], [0.037, -0.108, 0.094], [0.010, -0.125, 0.015], [0.060, 0.038, 0.018], [0.014, 0.016, -0.112], [-0.019, -0.157, 0.030], [-0.050, 0.054, -0.030], [-0.180, -0.006, 0.032], [-0.092, -0.093, -0.204], [0.073, -0.027, -0.016], [0.036, -0.091, 0.055], [0.049, -0.061, -0.006], [-0.021, -0.020, -0.153], [0.136, -0.001, -0.023], [0.034, 0.104, 0.042], [0.088, -0.122, 0.007], [0.152, -0.076, -0.023], [-0.057, -0.012, 0.138], [0.026, 0.118, 0.011], [0.129, -0.070, -0.087], [-0.016, 0.095, -0.027], [-0.016, 0.031, -0.193], [-0.502, 0.121, 0.257], [0.389, 0.165, -0.739], [-1.685, -1.121, 0.660], [0.402, -0.198, -0.296], [1.554, 1.371, 0.351], [0.097, -0.035, 0.112], [-0.037, -0.038, -0.004]], "lowdin_charge": [1.57, 0.14, -0.03, -0.11, -0.03, -0.22, -0.28, 0.08, -0.11, -0.06, 0.12, 0.17, 0.13, 0.07, 0.11, 0.12, 0.16, 0.25, -0.25, 0.04, -0.02, -0.23, -0.02, 0.04, 0.64, -0.25, -0.28, -0.17, -0.49, 0.16, -0.08, -0.01, -0.13, -0.03, 0.14, 0.14, 0.14, 0.13, 0.12, 0.13, 0.12, 0.11, 0.10, -0.03, -0.40, -0.05, -0.15, 0.51, -0.37, -0.17, 0.52, -0.34, -0.17, -0.42, -0.03, -0.02, -0.18, -0.40, -0.03, -0.02, -0.16, -0.41, -0.03, -0.03, 0.09, 0.07, 0.09, 0.15, 0.07, 0.10, 0.08, 0.08, 0.07, 0.13, 0.09, 0.08, 0.10, 0.10, 0.10, 0.07, 0.14, 0.08, 0.06, 0.10, 0.07, 0.10, 0.08, 0.15, 0.09, 0.06, 0.09, 0.07, 0.10, 0.08, 0.66, -0.47, -0.69, 0.08, -0.23, 0.08, 0.06], "total_charge": 2, "lumo_energy_ev": [-5.656, -8.597], "homo_lumo_gap_ev": [6.79, 3.36], "homo_energy_ev": [-12.45, -11.96], "spin_multiplicity": 2, "mol_weight_g_mol": 919.23, "s2": 0.785}

No. 2
{"formula": "C31H47FeNO4P2", "method": "wB97M-V/def2-TZVPD", "species": ["Fe", "C", "C", "C", "C", "C", "C", "H", "H", "H", "C", "H", "H", "H", "C", "H", "H", "H", "C", "H", "H", "H", "C", "H", "H", "H", "C", "C", "C", "C", "C", "C", "C", "C", "H", "H", "H", "H", "H", "H", "H", "H", "H", "H", "H", "H", "P", "P", "C", "C", "H", "H", "H", "H", "C", "H", "H", "H", "C", "H", "H", "H", "C", "H", "H", "H", "C", "H", "H", "H", "O", "C", "O", "C", "C", "C", "C", "C", "C", "N", "O", "O", "H", "H", "H", "H"], "positions_angstrom": [[0.354, -0.517, -0.938], [-0.651, -2.072, 0.296], [0.747, -2.364, 0.037], [0.602, -0.619, 1.593], [-0.711, -1.037, 1.298], [1.514, -1.378, 0.771], [-1.815, -2.913, -0.080], [-1.623, -3.505, -0.982], [-2.722, -2.311, -0.242], [-2.047, -3.621, 0.733], [-1.909, -0.573, 2.032], [-2.815, -1.111, 1.729], [-2.077, 0.509, 1.877], [-1.767, -0.729, 3.114], [0.958, 0.285, 2.714], [0.830, -0.240, 3.679], [0.300, 1.174, 2.745], [2.000, 0.625, 2.665], [2.985, -1.372, 0.933], [3.265, -1.981, 1.807], [3.377, -0.362, 1.119], [3.491, -1.795, 0.057], [1.296, -3.450, -0.808], [1.572, -4.340, -0.226], [2.208, -3.127, -1.329], [0.563, -3.779, -1.556], [-1.988, 0.845, -6.289], [-1.932, -0.489, -6.481], [-1.068, -1.148, -7.509], [0.342, -0.517, -7.746], [1.041, -0.005, -6.517], [0.972, 1.243, -6.063], [0.094, 2.314, -6.659], [-1.302, 1.845, -7.173], [-1.608, -1.165, -8.472], [0.258, 0.265, -8.516], [-0.908, -2.197, -7.219], [-1.203, 1.473, -8.204], [-2.645, 1.271, -5.527], [-2.672, -1.139, -6.008], [-1.950, 2.739, -7.217], [-0.088, 3.096, -5.906], [1.686, 1.591, -5.302], [0.620, 2.804, -7.497], [0.969, -1.317, -8.172], [1.706, -0.739, -6.040], [-1.221, 0.103, -2.267], [1.471, 1.330, -1.252], [-0.529, 1.501, -3.234], [0.471, 2.330, -2.415], [-1.364, 2.117, -3.594], [-0.050, 1.074, -4.124], [1.199, 2.841, -3.057], [-0.046, 3.080, -1.798], [1.919, 2.441, 0.097], [2.500, 1.900, 0.858], [0.989, 2.823, 0.550], [2.510, 3.273, -0.316], [2.989, 0.771, -2.062], [3.361, 1.589, -2.695], [2.784, -0.121, -2.677], [3.724, 0.504, -1.286], [-2.740, 0.656, -1.521], [-3.252, -0.203, -1.075], [-3.391, 1.116, -2.275], [-2.505, 1.383, -0.727], [-1.462, -1.335, -3.329], [-0.540, -1.940, -3.353], [-1.701, -1.040, -4.356], [-2.276, -1.954, -2.921], [-1.429, 4.639, 1.083], [-1.430, 3.477, 1.543], [-1.443, 2.368, 0.925], [-1.348, 3.353, 3.067], [-0.229, 3.882, 3.735], [0.005, 3.595, 5.078], [-0.917, 2.771, 5.761], [-2.136, 2.395, 5.158], [-2.336, 2.681, 3.810], [-0.533, 2.104, 6.964], [0.594, 2.332, 7.450], [-1.346, 1.295, 7.464], [0.472, 4.524, 3.198], [0.891, 3.947, 5.600], [-2.882, 1.857, 5.739], [-3.275, 2.396, 3.328]], "forces_ev_per_angstrom": [[0.357, -2.183, 2.918], [0.786, -0.065, 1.268], [-0.551, 1.359, 0.534], [0.411, -0.819, -1.000], [0.646, -0.595, -1.116], [-1.086, -0.535, 0.852], [-0.481, -0.316, -0.101], [-0.093, 0.090, 0.110], [0.238, -0.219, -0.034], [0.030, 0.152, -0.284], [-0.638, 0.523, 0.209], [0.190, 0.095, 0.097], [0.023, -0.579, 0.129], [-0.099, 0.004, -0.281], [-0.012, 0.558, 0.400], [0.082, 0.179, -0.325], [0.288, -0.329, -0.026], [-0.235, -0.073, 0.064], [0.598, -0.046, 0.134], [0.060, 0.120, -0.245], [-0.020, -0.233, -0.117], [0.019, 0.114, 0.182], [0.272, -0.557, -0.403], [-0.083, 0.162, -0.011], [-0.196, -0.140, 0.004], [0.213, 0.046, 0.064], [-0.349, -0.978, -0.275], [-0.627, 1.263, -0.351], [0.445, -0.297, -0.207], [-0.373, -0.347, -0.331], [0.349, -0.302, 0.033], [0.523, 0.227, -0.432], [-0.321, 0.263, -0.066], [0.368, 0.480, -0.037], [0.186, -0.123, 0.240], [0.248, -0.275, 0.354], [-0.187, 0.217, -0.078], [-0.249, 0.116, 0.484], [0.015, -0.290, -0.155], [0.346, 0.202, 0.170], [0.292, -0.332, -0.113], [0.221, -0.149, -0.120], [-0.393, -0.329, -0.100], [-0.117, -0.059, 0.306], [-0.192, 0.354, 0.026], [-0.140, 0.443, -0.034], [-0.736, 0.476, -1.142], [0.284, 0.849, 0.562], [-0.406, -0.054, -0.285], [0.480, 0.360, -0.050], [0.290, 0.026, 0.011], [-0.145, 0.013, 0.277], [-0.404, 0.239, -0.137], [0.153, -0.168, -0.170], [0.315, 0.522, -0.100], [-0.192, 0.212, -0.305], [0.434, -0.217, -0.196], [-0.098, -0.079, 0.373], [0.360, 0.557, -0.403], [0.320, -0.392, 0.044], [0.120, 0.353, 0.131], [-0.239, 0.118, -0.340], [-0.825, 0.286, 0.019], [0.064, 0.177, -0.034], [-0.035, -0.057, 0.208], [-0.075, -0.270, -0.345], [-0.479, -0.238, -0.733], [-0.326, 0.223, 0.057], [0.036, -0.213, 0.381], [0.282, 0.158, -0.096], [-0.014, 0.750, -0.254], [-0.039, -4.697, 0.453], [0.015, 3.253, 0.458], [0.176, 0.975, 0.747], [-0.096, 0.292, -0.073], [-0.545, -0.717, 0.382], [-0.179, 0.410, -2.377], [0.589, 0.178, -0.157], [-0.246, 0.272, -0.229], [0.652, -1.304, 3.360], [-2.064, -0.215, -1.180], [1.473, 1.573, -1.064], [-0.159, -0.272, 0.121], [-0.148, -0.166, -0.196], [0.269, 0.020, -0.201], [0.370, -0.029, 0.146]], "lowdin_charge": [0.45, -0.31, -0.31, -0.25, -0.24, -0.31, -0.05, 0.07, 0.07, 0.10, -0.03, 0.08, 0.05, 0.10, -0.03, 0.10, 0.07, 0.07, -0.05, 0.10, 0.07, 0.08, -0.04, 0.10, 0.08, 0.07, -0.12, -0.14, -0.17, -0.18, -0.11, -0.16, -0.17, -0.18, 0.13, 0.10, 0.11, 0.10, 0.10, 0.10, 0.12, 0.10, 0.10, 0.12, 0.11, 0.11, 0.80, 0.79, -0.36, -0.35, 0.09, 0.04, 0.08, 0.09, -0.21, 0.04, 0.03, 0.06, -0.23, 0.05, 0.05, 0.05, -0.21, 0.05, 0.06, 0.03, -0.22, 0.05, 0.00, 0.06, 0.31, -0.52, 0.02, -0.12, 0.00, 0.04, -0.13, 0.04, 0.01, -0.31, 0.08, 0.08, 0.13, 0.13, 0.13, 0.14], "total_charge": 1, "relative_energy_kcal_mol": 1.8, "lumo_energy_ev": [-3.515, -6.789], "homo_lumo_gap_ev": [5.12, 3.82], "homo_energy_ev": [-8.63, -10.61], "spin_multiplicity": 6, "mol_weight_g_mol": 615.51, "s2": 8.786}